[1]
C5H13NO2 | wB97M-V/def2-TZVPD

```
21
Properties=species:S:1:pos:R:3
C -1.508 0.296 1.670
C -0.341 -0.281 1.923
C 0.713 0.370 2.748
O 1.056 -0.538 3.798
H -2.291 -0.142 1.072
H -1.675 1.300 2.045
H -0.082 -1.241 1.493
H 1.609 0.554 2.148
H 0.376 1.316 3.174
H 1.955 -0.366 4.099
N -1.589 -0.179 -1.730
C -0.132 -0.008 -1.604
C 0.580 -0.148 -2.931
O 1.968 0.046 -2.656
H -2.061 0.511 -1.165
H -1.914 -1.077 -1.401
H 0.254 -0.786 -0.944
H 0.037 1.007 -1.251
H 0.211 0.614 -3.626
H 0.388 -1.120 -3.395
H 2.446 -0.129 -3.468
```

The calculation puts the energy relative to the best compared isomer or geometry (same formula, charge and spin) at 59.7 kcal/mol. For the calculated total energy, the calculation gives -10979.29061 eV. The HOMO energy comes out at -9.340 eV. The gap between HOMO and LUMO is 10.25 eV. As for the spin multiplicity: 1. The maximum force comes out at 1.00 eV/A.


[2]
C5H13NO2 | wB97M-V/def2-TZVPD

```
21
Properties=species:S:1:pos:R:3
C 0.602 -1.064 1.865
C -0.083 -1.055 0.711
N -1.451 -1.109 0.675
C 0.704 -0.904 -0.588
C 0.022 -0.481 -1.888
C -0.717 0.849 -1.790
O 0.211 1.959 -1.838
H 1.677 -1.154 1.851
H 0.162 -0.978 2.850
H -1.975 -0.780 -0.114
H -1.955 -1.179 1.542
H 1.475 -0.158 -0.390
H 1.253 -1.835 -0.693
H 0.789 -0.346 -2.646
H -0.657 -1.267 -2.231
H -1.305 0.987 -0.885
H -1.350 1.015 -2.655
H 0.611 2.086 -0.963
O 0.480 2.071 2.191
H 0.405 1.110 2.091
H 1.101 2.231 2.906
```

The calculation puts the energy relative to the best compared isomer or geometry (same formula, charge and spin) at 38.7 kcal/mol. For the calculated total energy, the calculation gives -10980.20246 eV. The HOMO energy comes out at -8.313 eV. The gap between HOMO and LUMO is 9.17 eV. As for the spin multiplicity: 1. The maximum force comes out at 1.41 eV/A.


[3]
C5H13NO2 | wB97M-V/def2-TZVPD

```
21
Properties=species:S:1:pos:R:3
C 1.706 -1.182 -0.879
C 2.137 0.108 -0.941
C 1.130 1.146 -0.938
C -0.145 0.774 -1.361
C -1.317 1.389 -0.627
N -1.998 0.380 0.214
H 2.308 -2.058 -1.045
H 0.567 -1.060 -0.991
H 3.180 0.399 -0.928
H 1.273 2.217 -0.874
H -0.352 0.577 -2.405
H -0.901 2.132 0.063
H -2.040 1.912 -1.250
H -1.794 0.535 1.199
H -3.003 0.443 0.118
O 0.314 0.161 2.189
H 0.429 0.101 1.238
H 1.219 0.059 2.501
O -1.094 -2.210 1.234
H -1.417 -1.448 0.719
H -1.308 -3.039 0.806
```

The calculation puts the energy relative to the best compared isomer or geometry (same formula, charge and spin) at 105.5 kcal/mol. For the calculated total energy, the calculation gives -10977.30271 eV. The HOMO energy comes out at -8.178 eV. The gap between HOMO and LUMO is 7.92 eV. As for the spin multiplicity: 1. The maximum force comes out at 2.93 eV/A.


[4]
C5H13NO2 | wB97M-V/def2-TZVPD

```
21
Properties=species:S:1:pos:R:3
C 1.676 -0.866 1.562
C 0.244 -0.729 1.087
O -0.626 -1.398 2.031
C -0.215 0.720 1.061
C -0.035 1.452 -0.265
N -0.890 1.058 -1.365
C -0.739 -0.219 -1.981
O -1.267 -0.198 -3.296
H 1.792 -0.288 2.489
H 2.427 -0.529 0.853
H 1.915 -1.899 1.802
H 0.116 -1.211 0.120
H -0.512 -2.346 1.908
H -1.255 0.782 1.371
H 0.369 1.258 1.811
H 1.005 1.334 -0.598
H -0.179 2.525 -0.125
H -1.853 1.343 -1.274
H 0.337 -0.439 -2.040
H -1.301 -1.006 -1.478
H -1.008 0.655 -3.674
```

The calculation puts the energy relative to the best compared isomer or geometry (same formula, charge and spin) at 34.7 kcal/mol. For the calculated total energy, the calculation gives -10980.37578 eV. The HOMO energy comes out at -8.958 eV. The gap between HOMO and LUMO is 9.81 eV. As for the spin multiplicity: 1. The maximum force comes out at 0.72 eV/A.


[5]
C5H13NO2 | wB97M-V/def2-TZVPD

```
21
Properties=species:S:1:pos:R:3
N -0.287 -1.424 0.029
C -0.751 -0.358 0.842
C 0.275 0.075 1.782
C 1.559 0.467 1.351
C 2.398 1.326 1.955
C -1.147 0.901 -0.028
H 0.341 -2.029 0.534
H -1.649 -0.651 1.395
H 0.063 -0.104 2.836
H 1.861 0.166 0.350
H 2.317 1.638 2.990
H 3.347 1.533 1.477
H -0.891 1.790 0.552
H -2.188 0.891 -0.168
H -0.511 0.842 -0.908
H -2.379 -0.134 -2.421
H -0.254 -1.397 -0.992
O -2.044 -1.021 -2.331
H -0.977 -0.972 -2.621
H 0.617 -0.805 -3.761
O 0.301 -0.733 -2.864
```

The calculation puts the energy relative to the best compared isomer or geometry (same formula, charge and spin) at 155.9 kcal/mol. For the calculated total energy, the calculation gives -10975.11934 eV. The HOMO energy comes out at -7.304 eV. The gap between HOMO and LUMO is 3.83 eV. As for the spin multiplicity: 1. The maximum force comes out at 2.06 eV/A.


[6]
C5H13NO2 | wB97M-V/def2-TZVPD

```
21
Properties=species:S:1:pos:R:3
C 0.685 0.899 -1.122
C -0.682 1.200 -0.592
C -1.105 2.039 -1.800
O -0.319 2.947 -1.978
O -2.287 1.932 -2.415
H 0.742 0.476 -2.129
H 1.297 0.225 -0.568
H 1.243 1.940 -1.295
H -1.470 0.252 -0.393
H -0.951 1.912 0.203
H -2.554 0.923 -2.386
C 1.484 -1.268 0.906
C 0.277 -0.998 1.812
N -0.533 -2.181 1.400
H 1.028 -1.690 -0.031
H 2.013 -2.081 1.376
H 2.241 -0.423 1.148
H 0.583 -0.784 2.914
H -0.069 -0.086 1.487
H -1.445 -2.143 1.802
H -0.178 -3.091 1.658
```

The calculation puts the energy relative to the best compared isomer or geometry (same formula, charge and spin) at 88.2 kcal/mol. For the calculated total energy, the calculation gives -10978.05546 eV. The HOMO energy comes out at -9.755 eV. The gap between HOMO and LUMO is 10.28 eV. As for the spin multiplicity: 1. The maximum force comes out at 4.88 eV/A.


[7]
C5H13NO2 | wB97M-V/def2-TZVPD

```
21
Properties=species:S:1:pos:R:3
O 3.270 -0.423 0.625
C 2.130 0.506 0.430
C 0.910 -0.210 -0.207
C 0.089 -0.990 0.588
C -1.061 -1.378 -0.385
C -1.007 -0.263 -1.380
N 0.015 0.706 -0.903
H 4.034 -0.026 1.040
H 1.807 0.959 1.412
H 2.489 1.330 -0.218
H 1.412 -0.840 -1.044
H 0.505 -1.952 0.980
H -0.272 -0.314 1.452
H -1.942 -1.614 0.172
H -0.790 -2.386 -0.822
H -1.942 0.331 -1.636
H -0.552 -0.626 -2.344
H -0.501 1.237 -0.170
O -2.580 1.721 0.665
H -3.309 1.544 1.257
H -2.705 2.687 0.487
```

The calculation puts the energy relative to the best compared isomer or geometry (same formula, charge and spin) at 54.3 kcal/mol. For the calculated total energy, the calculation gives -10979.52525 eV. The HOMO energy comes out at -9.087 eV. The gap between HOMO and LUMO is 9.56 eV. As for the spin multiplicity: 1. The maximum force comes out at 6.91 eV/A.


[8]
C5H13NO2 | wB97M-V/def2-TZVPD

```
21
Properties=species:S:1:pos:R:3
C 1.796 1.821 0.159
N 0.741 1.491 1.083
C -0.513 0.651 0.677
C -0.181 -0.606 -0.103
C 0.331 -0.427 -1.525
O 0.659 -1.484 0.615
C -1.707 -1.301 -0.222
O -2.105 -1.805 1.038
H 2.325 2.718 0.504
H 2.540 1.019 0.085
H 1.412 2.072 -0.834
H 1.079 1.295 2.022
H -0.965 0.409 1.642
H -1.155 1.322 0.103
H 0.162 -1.345 -2.102
H 1.411 -0.270 -1.559
H -0.178 0.393 -2.037
H 1.486 -1.036 0.854
H -1.632 -2.167 -0.888
H -2.484 -0.661 -0.652
H -3.025 -2.089 1.141
```

The calculation puts the energy relative to the best compared isomer or geometry (same formula, charge and spin) at 54.5 kcal/mol. For the calculated total energy, the calculation gives -10979.51346 eV. The HOMO energy comes out at -8.365 eV. The gap between HOMO and LUMO is 9.20 eV. As for the spin multiplicity: 1. The maximum force comes out at 3.74 eV/A.


- Which of these has the lowest gap between HOMO and LUMO?
  number 5